The following is a DFT calculation (ωB97M-V with the def2-TZVPD basis set) of 3 unconnected molecules or ions with the total composition C5H9NOS at a distorted geometry.

Summary:
- ΔE to the lowest compared entry with this formula, charge and spin (kcal per mole) = 177.1
- multiplicity = 1
- HOMO energy (eV) = -8.0452

```
17
Properties=species:S:1:pos:R:3:forces:R:3
C -1.616 0.510 0.227 1.2 -1.2 -4.3
C -0.277 -0.452 0.229 1.9 1.1 -0.4
C 0.949 0.046 1.262 -0.1 -3.0 -3.6
C 1.945 -0.497 -0.837 -5.1 0.9 -5.2
C 0.557 -0.515 -1.066 1.5 0.1 -2.2
H -2.015 1.945 -1.671 1.7 -0.6 5.1
H -0.296 2.004 -0.114 -4.8 0.8 -1.4
H -1.835 0.628 1.188 -1.3 0.1 4.2
H -2.385 0.076 -0.376 -0.6 -1.6 0.4
H 0.377 -2.781 0.597 -0.6 0.6 -0.1
H 1.291 -0.661 2.011 -0.9 0.1 0.4
H 0.733 1.028 1.617 0.8 1.0 0.0
H 2.758 -0.402 -1.618 -1.0 -0.6 1.1
H 0.170 -0.490 -2.152 0.3 -0.4 2.1
N -1.740 1.886 -0.293 5.6 0.8 -3.3
O 2.221 -0.175 0.331 1.4 2.2 6.9
S -0.836 -2.149 0.664 0.0 -0.1 0.2
```
Positions in Å, forces in eV/Å.